[1]
Density functional theory data (the ωB97M-V functional and the def2-TZVPD basis) for a molecular structure, C17H19IIrN2O3 at a distorted geometry.

Structure (XYZ):
```
43
Properties=species:S:1:pos:R:3:mulliken_charge:R:1
Ir -0.366 0.338 -1.238 0.876
C 3.371 2.337 0.763 -1.180
C 2.710 1.302 1.588 0.736
N 3.247 0.906 2.723 -0.500
C 2.797 -0.117 3.403 -0.482
C 1.700 -0.898 2.961 0.465
C 1.168 -1.963 3.910 -0.970
O 0.865 -3.198 3.296 -0.507
C 1.013 -0.510 1.782 0.136
C -0.062 -1.252 1.283 -1.197
N -0.962 -0.898 0.274 -0.421
C -2.144 -1.551 0.247 1.298
C -2.660 -2.227 1.404 -0.115
C -3.905 -2.792 1.400 -0.825
C -4.711 -2.744 0.255 -0.601
C -4.221 -2.143 -0.918 -0.541
C -2.984 -1.570 -0.906 -0.184
I -2.211 -0.788 -2.727 0.186
C 1.474 0.704 1.120 0.799
O 0.895 1.218 0.112 -0.970
H 4.253 2.715 1.272 0.353
H 2.673 3.153 0.562 0.326
H 3.664 1.919 -0.205 0.330
H 3.262 -0.298 4.366 0.412
H 0.236 -1.590 4.343 0.343
H 1.884 -2.090 4.725 0.450
H 1.660 -3.731 3.186 0.319
H -0.160 -2.238 1.706 1.465
H -2.078 -2.269 2.312 0.491
H -4.265 -3.279 2.295 0.444
H -5.703 -3.176 0.263 0.431
H -4.816 -2.151 -1.822 0.408
C -0.213 3.740 -3.707 -1.318
C 0.608 2.478 -3.437 0.581
C 0.852 1.651 -4.707 -1.271
O 0.036 1.701 -2.447 -0.207
H 0.331 4.376 -4.402 0.415
H -0.385 4.289 -2.782 0.373
H -1.176 3.474 -4.145 0.343
H 1.594 2.804 -3.061 0.229
H -0.102 1.376 -5.160 0.328
H 1.412 0.746 -4.470 0.347
H 1.421 2.246 -5.417 0.404
```

The HOMO-LUMO gap (alpha / beta) is 6.4277 / 5.5714 eV. The max |F| is 0.0370 hartree/bohr. The HOMO energy (alpha / beta) comes out at -13.42 / -15.65 eV. For the energy above the lowest of the compared OMol25 structures with the same formula, charge and spin, the calculation gives 37.54 kJ/mol. The spin multiplicity is 6. The total charge is +2.

---

[2]
Density functional theory data (the ωB97M-V functional and the def2-TZVPD basis) for C4H8FNO2 in the gas phase at a distorted geometry.

Structure (XYZ):
```
16
Properties=species:S:1:pos:R:3:mulliken_charge:R:1
C 1.330 0.310 0.403 -1.254
N 0.042 -0.447 0.164 -0.424
C 0.440 -1.701 -0.405 -1.031
C -0.838 0.430 -0.692 0.222
F -0.036 1.278 -1.404 -0.307
C -1.723 1.366 0.411 0.510
O -2.233 2.379 0.002 -0.510
O -1.471 0.869 1.614 -0.553
H 1.917 0.513 -0.462 0.453
H 1.194 1.297 0.691 0.381
H 1.900 -0.235 1.051 0.457
H 1.303 -1.592 -1.116 0.263
H 0.754 -2.271 0.461 0.360
H -0.449 -2.178 -0.729 0.469
H -1.476 -0.259 -1.385 0.311
H -0.655 0.240 1.397 0.652
```

The HOMO-LUMO gap is 10.6162 eV. The max |F| is 0.0683 hartree/bohr. The HOMO energy comes out at -9.96 eV. For the energy above the lowest of the compared OMol25 structures with the same formula, charge and spin, the calculation gives 153.14 kJ/mol. The total charge is 0.

---

[3]
Density functional theory data (the ωB97M-V functional and the def2-TZVPD basis) for CH5N3S in the gas phase at a distorted geometry.

Structure (XYZ):
```
10
Properties=species:S:1:pos:R:3:mulliken_charge:R:1
N -1.203 -1.092 0.249 -0.345
N -1.596 0.069 -0.254 -0.333
C -0.617 0.853 -0.133 0.073
N 0.504 0.485 0.665 -0.500
S 1.834 -0.409 -0.066 -0.197
H -1.410 -2.099 -0.147 0.268
H -0.140 -1.085 0.518 0.288
H -0.395 1.850 -0.780 0.280
H 0.948 1.280 1.304 0.319
H 2.075 0.147 -1.356 0.148
```

The HOMO-LUMO gap is 8.9778 eV. The max |F| is 0.1195 hartree/bohr. The HOMO energy comes out at -8.46 eV. For the energy above the lowest of the compared OMol25 structures with the same formula, charge and spin, the calculation gives 337.83 kJ/mol. The total charge is 0.

---

[4]
Density functional theory data (the ωB97M-V functional and the def2-TZVPD basis) for a molecular structure, C16H14F5NO4Ti at a distorted geometry.

Structure (XYZ):
```
41
Properties=species:S:1:pos:R:3:mulliken_charge:R:1
Ti -0.110 -0.188 -0.722 0.231
O -0.843 -1.726 0.679 -0.164
C -0.052 -2.644 1.539 -0.469
C 0.437 -3.789 0.656 -0.631
C 1.337 -3.348 -0.528 -0.718
C 2.107 -2.066 -0.293 0.459
C 3.183 -1.924 0.579 -0.358
C 3.911 -0.720 0.709 -0.448
C 3.567 0.295 -0.209 -0.490
C 2.575 0.062 -1.128 -0.175
N 1.770 -1.020 -1.094 -0.171
H -1.810 -1.811 0.826 0.204
H -0.719 -2.969 2.388 0.437
H 0.731 -2.017 1.922 0.209
H -0.452 -4.379 0.320 0.307
H 0.968 -4.479 1.290 0.421
H 0.741 -3.207 -1.447 0.263
H 2.062 -4.195 -0.711 0.375
H 3.434 -2.763 1.211 0.457
H 4.696 -0.566 1.456 0.448
H 4.053 1.287 -0.148 0.412
H 2.415 0.803 -1.892 0.467
F -2.459 4.599 3.029 -0.260
C -1.691 3.947 2.100 0.538
C -1.248 2.639 2.335 -0.390
F -1.424 2.031 3.562 -0.281
C -0.637 2.016 1.306 0.500
F -0.241 0.654 1.390 -0.080
C -0.478 2.521 0.014 0.372
O 0.043 1.753 -0.996 -0.662
C -0.902 3.830 -0.185 0.197
F -0.809 4.471 -1.392 -0.282
C -1.529 4.515 0.847 0.312
F -1.979 5.789 0.604 -0.269
C -3.705 0.847 -2.625 -0.628
O -2.794 -0.250 -2.435 -0.379
C -1.570 -0.419 -2.016 0.802
O -0.581 -0.868 -2.756 -0.460
H -4.587 0.384 -3.083 0.281
H -3.386 1.606 -3.400 0.301
H -4.025 1.302 -1.700 0.322
```

The HOMO-LUMO gap (alpha / beta) is 7.8171 / 8.4002 eV. The max |F| is 0.0893 hartree/bohr. The HOMO energy (alpha / beta) comes out at -11.53 / -12.06 eV. The spin multiplicity is 2. The total charge is +1.

---

[5]
Density functional theory data (the ωB97M-V functional and the def2-TZVPD basis) for a molecular structure, C22H36N5O6SSn2 at a distorted geometry.

Structure (XYZ):
```
72
Properties=species:S:1:pos:R:3:mulliken_charge:R:1
C 0.118 5.199 -3.444 -0.932
O -0.451 4.094 -2.726 -0.058
C -1.748 3.714 -3.199 -0.735
C -1.980 2.211 -3.173 -0.550
N -1.821 1.523 -1.816 0.323
H -0.878 1.744 -1.530 0.147
H -2.443 1.822 -1.078 0.481
C -1.850 -0.005 -1.768 -0.051
C -2.223 -0.519 -0.368 0.219
O -3.547 0.040 -0.142 -0.487
C -4.271 -0.449 0.994 -0.418
H 1.083 5.454 -3.007 0.361
H -0.485 6.097 -3.579 0.327
H 0.255 4.783 -4.442 0.300
H -2.161 3.905 -4.190 0.504
H -2.413 4.190 -2.478 0.377
H -1.245 1.653 -3.753 0.356
H -3.012 1.927 -3.381 0.458
H -0.812 -0.214 -2.026 -0.225
H -2.591 -0.381 -2.474 0.385
H -1.597 -0.140 0.440 -0.427
H -2.269 -1.608 -0.345 0.683
H -4.785 -1.378 0.747 0.297
H -5.065 0.229 1.308 0.333
H -3.619 -0.614 1.852 -0.014
Sn 0.695 4.678 0.025 1.218
Sn 4.682 1.598 1.543 1.425
S 1.221 1.025 0.592 1.350
O 0.439 0.067 1.347 -0.736
O 0.528 1.650 -0.544 -0.854
O 1.722 2.189 1.340 -0.997
O 2.430 0.362 0.117 -1.156
N 2.352 -0.262 3.615 0.389
C 2.266 1.008 4.192 -0.334
C 3.268 1.163 5.133 -0.524
C 4.082 0.056 4.883 -0.759
C 3.546 -0.798 3.911 -0.399
H 1.684 -0.747 3.034 0.057
H 1.390 1.626 4.060 0.395
H 3.323 2.029 5.777 0.486
H 4.947 -0.199 5.478 0.487
H 3.729 -1.793 3.532 0.460
N -1.266 -1.266 2.772 0.370
C -1.680 -2.541 2.562 -0.276
C -2.593 -2.937 3.590 -0.664
C -2.901 -1.680 4.293 -0.704
C -1.899 -0.774 3.886 -0.424
H -0.510 -0.841 2.255 0.541
H -1.211 -3.132 1.789 0.355
H -3.131 -3.868 3.686 0.430
H -3.668 -1.661 5.053 0.452
H -1.678 0.177 4.348 0.412
N 1.863 -0.012 -2.537 0.392
C 1.736 -1.086 -3.402 -0.926
C 1.462 -0.582 -4.624 -0.434
C 1.490 0.820 -4.575 -0.797
C 1.834 1.118 -3.287 -0.163
H 2.086 -0.039 -1.552 0.250
H 1.881 -2.121 -3.131 0.526
H 1.387 -1.147 -5.542 0.518
H 1.387 1.544 -5.369 0.515
H 2.054 2.061 -2.808 0.399
N 0.828 -2.861 0.240 0.604
C 0.241 -3.461 -0.903 -0.651
C 0.899 -4.644 -1.044 -0.475
C 1.658 -4.918 0.081 -0.920
C 1.637 -3.749 0.819 -0.126
H 0.742 -1.876 0.446 -0.051
H -0.385 -2.973 -1.635 0.393
H 0.774 -5.272 -1.914 0.482
H 2.254 -5.772 0.367 0.448
H 2.217 -3.441 1.676 0.361
```

The HOMO-LUMO gap is 1.8492 eV. The max |F| is 0.0679 hartree/bohr. The HOMO energy comes out at -14.18 eV. The total charge is +3.

---

[6]
Density functional theory data (the ωB97M-V functional and the def2-TZVPD basis) for a molecular structure, C25H41Cl2GeInNO5S.

Structure (XYZ):
```
77
Properties=species:S:1:pos:R:3:mulliken_charge:R:1
In -0.596 -0.154 -0.158 2.827
C 0.185 2.711 3.076 -1.799
C -0.128 2.656 1.591 1.421
C 1.147 2.730 0.773 -1.516
C -1.110 3.743 1.186 -1.586
O -0.736 1.357 1.318 -0.325
Ge -2.379 0.622 2.032 -0.413
O -2.668 0.362 0.116 0.099
C -3.921 0.079 -0.570 1.363
C -5.063 0.655 0.255 -1.988
C -3.863 0.738 -1.936 -1.387
C -4.064 -1.430 -0.692 -1.101
O -1.422 -1.000 1.740 0.194
C -1.104 -2.014 2.738 1.152
C 0.110 -1.562 3.538 -1.374
C -2.313 -2.183 3.646 -1.887
C -0.829 -3.309 1.993 -1.439
H 0.643 3.667 3.333 0.458
H 0.874 1.911 3.351 0.289
H -0.726 2.609 3.670 0.429
H 1.660 3.675 0.951 0.599
H 0.923 2.659 -0.291 0.195
H 1.824 1.917 1.043 0.235
H -0.667 4.730 1.318 0.484
H -2.015 3.700 1.795 0.419
H -1.399 3.628 0.138 0.211
H -4.953 1.735 0.369 0.389
H -5.104 0.200 1.247 0.497
H -6.015 0.458 -0.238 0.483
H -3.571 1.785 -1.839 0.315
H -4.838 0.697 -2.422 0.518
H -3.145 0.230 -2.587 0.109
H -4.192 -1.895 0.287 0.220
H -3.168 -1.856 -1.150 -0.020
H -4.919 -1.693 -1.316 0.484
H -0.108 -0.635 4.072 0.271
H 0.966 -1.382 2.887 0.164
H 0.385 -2.318 4.275 0.498
H -2.465 -1.306 4.278 0.458
H -2.174 -3.042 4.303 0.483
H -3.216 -2.353 3.055 0.294
H -0.036 -3.168 1.257 0.226
H -1.725 -3.657 1.475 0.314
H -0.506 -4.087 2.686 0.538
Cl 4.021 -1.375 1.645 -0.113
C 3.185 -2.253 0.468 0.248
C 3.715 -3.414 -0.065 -0.560
C 3.026 -4.125 -1.033 0.793
Cl 3.719 -5.534 -1.662 -0.151
C 1.732 -3.697 -1.514 -0.227
C 0.992 -4.368 -2.500 -0.761
C -0.230 -3.868 -2.877 -1.375
C -0.717 -2.720 -2.252 -0.295
N -0.036 -2.081 -1.311 0.213
C 1.179 -2.545 -0.961 0.293
C 1.910 -1.756 0.034 -0.061
O 1.421 -0.693 0.476 -0.090
H 4.679 -3.767 0.277 0.521
H 1.387 -5.266 -2.955 0.501
H -0.822 -4.357 -3.637 0.506
H -1.687 -2.320 -2.514 0.603
C -0.736 0.717 -5.761 -1.183
C 0.267 0.820 -4.619 -0.462
S -0.528 1.485 -3.145 0.562
O 0.150 0.719 -1.969 -0.513
C 0.141 3.147 -3.054 -0.491
C 1.658 3.247 -3.073 -1.180
H -0.238 0.313 -6.641 0.406
H -1.142 1.692 -6.033 0.341
H -1.569 0.061 -5.507 0.317
H 1.118 1.447 -4.874 0.327
H 0.644 -0.149 -4.290 0.281
H -0.285 3.524 -2.121 0.120
H -0.342 3.692 -3.871 0.597
H 2.113 2.549 -2.372 0.245
H 1.941 4.255 -2.773 0.403
H 2.076 3.077 -4.063 0.385
```

The HOMO-LUMO gap (alpha / beta) is 7.6311 / 5.8593 eV. The max |F| is 0.0120 hartree/bohr. The HOMO energy (alpha / beta) comes out at -14.30 / -14.32 eV. For the energy above the lowest of the compared OMol25 structures with the same formula, charge and spin, the calculation gives 0.00 kJ/mol. The spin multiplicity is 2. The total charge is +2.

---

[7]
Density functional theory data (the ωB97M-V functional and the def2-TZVPD basis) for 5 unconnected molecules or ions with the total composition H9O4S at a distorted geometry.

Structure (XYZ):
```
14
Properties=species:S:1:pos:R:3:mulliken_charge:R:1
S 0.166 1.627 -1.275 -0.684
H 0.205 0.450 -1.901 -0.096
H -0.890 -1.331 -1.788 0.327
H -0.172 -1.832 -0.569 0.366
O -1.017 -1.947 -1.029 -0.685
H 1.402 1.897 0.521 0.199
H 0.979 2.215 1.959 0.331
O 1.793 2.153 1.412 -0.640
H -1.850 0.264 0.553 0.327
H -2.253 -1.109 0.259 0.380
O -2.599 -0.290 0.699 -0.667
H 0.945 -0.100 0.198 0.162
H 2.097 -1.106 0.271 0.337
O 1.193 -0.890 0.689 -0.656
```

The HOMO-LUMO gap is 7.7129 eV. The max |F| is 0.0585 hartree/bohr. The HOMO energy comes out at -4.06 eV. For the energy above the lowest of the compared OMol25 structures with the same formula, charge and spin, the calculation gives 65.85 kJ/mol. The total charge is -1.

---

[8]
Density functional theory data (the ωB97M-V functional and the def2-TZVPD basis) for C6H7ClS2 in the gas phase at a distorted geometry.

Structure (XYZ):
```
16
Properties=species:S:1:pos:R:3:mulliken_charge:R:1
C 1.052 0.372 -0.049 -0.121
C 0.066 1.424 -0.151 -0.151
C 0.810 -0.877 0.360 -0.649
C -1.236 1.209 -0.057 0.121
C -0.523 -1.394 0.833 -0.712
C -1.695 -0.811 0.093 0.077
S -2.635 2.191 -0.164 -0.178
S -1.866 -1.347 -1.610 -0.144
Cl -3.209 -0.914 0.942 -0.149
H 2.061 0.654 -0.320 0.355
H 0.434 2.434 -0.311 0.281
H 1.621 -1.589 0.405 0.340
H -0.547 -2.484 0.719 0.332
H -0.630 -1.168 1.901 0.323
H -1.995 3.310 -0.542 0.125
H -0.583 -1.152 -1.909 0.149
```

The HOMO-LUMO gap is 8.6317 eV. The max |F| is 0.0806 hartree/bohr. The HOMO energy comes out at -8.15 eV. For the energy above the lowest of the compared OMol25 structures with the same formula, charge and spin, the calculation gives 52.54 kJ/mol. The total charge is 0.

---

| no. | E_tot (eV) |
| --- | --- |
| 1 | -37978.34908 |
| 2 | -12578.82730 |
| 3 | -16419.81925 |
| 4 | -63193.97334 |
| 5 | -65596.32382 |
| 6 | -135877.01318 |
| 7 | -19173.42777 |
| 8 | -40525.92133 |